11
Properties=species:S:1:pos:R:3:forces:R:3 method="wB97M-V/def2-TZVPD" fmax_ha_per_bohr=0.0128 homo_lumo_gap_ev="5.97 / 6.08" total_charge=0 molar_mass_g_mol=96.08
O -0.4839 2.2771 -0.5970 -0.1537 -0.2237 -0.1504
C -0.6063 1.1313 -0.1021 0.6121 -0.1837 -0.0635
C -1.0227 -0.2666 -0.4610 -0.2677 0.1112 0.1496
C -0.0543 -1.2609 -0.2866 0.1615 0.0514 0.0249
C 1.1620 -0.7945 0.1410 -0.1047 -0.0385 -0.2233
C 1.0064 0.6062 0.4742 0.0250 0.4757 0.3118
O 1.6796 1.4104 1.0378 -0.3939 -0.4997 -0.1635
H -1.4119 1.0792 0.7357 0.0757 0.0742 0.0491
H -2.0848 -0.4951 -0.5043 0.1098 -0.0027 0.0917
H -0.2802 -2.3055 -0.4754 0.0744 0.1281 -0.0986
H 2.1131 -1.3120 0.0617 -0.1386 0.1078 0.0722



12
Properties=species:S:1:pos:R:3:forces:R:3 method="wB97M-V/def2-TZVPD" fmax_ha_per_bohr=0.0939 homo_lumo_gap_ev=8.35 total_charge=0 molar_mass_g_mol=112.08
O 0.5468 -1.0078 1.5345 -0.1284 3.5201 -2.0590
C 0.4298 0.0507 0.7855 0.2635 -0.8574 4.3914
C 0.2889 1.5838 1.1119 -0.6814 -1.0950 -2.0010
C -0.1149 2.2026 -0.0733 -0.3422 -3.1567 2.3087
O -0.1931 1.1710 -1.0642 -0.1657 3.7797 -1.5392
C 0.1637 -0.0307 -0.5744 -1.3453 -1.7531 -0.3761
C -0.3156 -1.1846 -1.1662 -0.5090 0.2422 -0.5021
O -0.5537 -2.3738 -0.5275 -0.2069 1.8988 -4.3179
H 0.2180 1.9972 2.1058 0.3673 0.0678 -0.0701
H -0.6698 3.2149 -0.1441 1.3728 -2.0313 -0.7262
H -0.5920 -1.1034 -2.2206 -0.3452 -0.3742 0.3847
H -0.0678 -2.1550 0.2149 1.7205 -0.2409 4.5067



14
Properties=species:S:1:pos:R:3:forces:R:3 method="wB97M-V/def2-TZVPD" fmax_ha_per_bohr=0.0869 homo_lumo_gap_ev="4.11 / 4.32" total_charge=+2 multiplicity=7 molar_mass_g_mol=278.44
C 0.5255 1.0221 -1.7109 0.2500 -0.6340 2.7317
C 0.7860 1.7303 -2.6706 -0.6086 -1.4930 2.1430
H 0.9760 2.3453 -3.5355 -0.0725 -0.2701 0.2115
H 2.4137 -0.0545 -1.0709 -0.1810 -0.0817 0.6017
O 0.2360 0.3445 -0.3133 0.4661 1.5504 -4.1629
C 0.9866 -0.7107 0.0285 -0.9070 0.9671 -2.7169
O 0.4577 -1.6797 0.5614 0.2553 -1.4085 1.5306
O 2.2045 -0.7354 -0.3857 1.2691 -0.3185 -0.2707
Sm 0.9318 -4.2488 1.3623 -0.1761 1.4107 -0.3901
C -2.3538 0.6142 1.5905 3.5724 0.1028 -0.7512
C -1.3375 1.3196 1.4936 -1.8467 -0.2883 1.5151
O -2.9355 -0.5330 1.3972 -1.6375 -0.6387 0.0018
H -0.5721 1.8481 2.0403 -0.3514 0.2831 -0.4912
H -2.3190 -1.2620 1.2131 -0.0320 0.8187 0.0476



10
Properties=species:S:1:pos:R:3:forces:R:3 method="wB97M-V/def2-TZVPD" fmax_ha_per_bohr=0.1000 homo_lumo_gap_ev="7.26 / 7.27" total_charge=0 molar_mass_g_mol=96.15
C -0.1626 0.8794 0.4983 -0.6446 -3.3440 0.1953
C -1.4058 1.2887 0.9705 3.7130 3.1643 -1.6215
C -0.1471 -0.5984 0.5500 0.7826 -1.2393 -2.1337
C -2.3418 0.3193 1.2313 -1.9056 -1.8962 0.9417
C 0.3111 -1.5306 -0.3540 0.6155 0.3015 0.1144
S -1.6630 -1.2112 1.2581 -0.4380 1.4819 0.3937
H 0.7646 1.2662 0.0690 -0.7087 0.8581 0.2255
H -1.4933 2.3962 0.9244 -0.8963 -0.8445 0.5648
H 0.7936 -1.3997 -1.3355 0.0917 0.9589 0.6703
H 0.2311 -2.6225 -0.2479 -0.6095 0.5592 0.6496



Results for energy relative to the best compared isomer or geometry (same formula, charge and spin): 4.884; 3.141; 1.749; 2.756 (in eV, following the order of the records).